A structure of composition C26H35AsFInSi2Te2 at a distorted geometry. Source: the Open Molecules 2025 dataset; level of theory: ωB97M-V with the def2-TZVPD basis set.

Structure (XYZ):
```
68
Properties=species:S:1:pos:R:3
In 0.09458 0.49380 -1.62136
F -4.07974 3.00075 -5.69379
C -3.17687 2.36480 -4.90751
C -1.98623 2.99568 -4.60331
C -1.07711 2.32508 -3.80573
C -1.32234 1.04506 -3.30841
C -2.54308 0.46445 -3.63341
C -3.47266 1.10256 -4.43414
H -1.78229 3.98545 -4.98344
H -0.13860 2.81417 -3.55013
H -2.79239 -0.52807 -3.25281
H -4.41369 0.63562 -4.68741
C 1.10501 4.79982 -1.76647
Si 1.08418 3.98902 -0.03047
C 2.86589 3.39352 0.36408
C 0.59475 5.37980 1.20199
As -0.64192 2.36877 0.13450
Si 0.01807 1.14166 2.04357
C 1.64158 0.13305 1.86928
C 0.10777 2.24616 3.60429
C -1.40415 -0.12567 2.25757
H 1.68442 5.71776 -1.77062
H 0.09780 5.04644 -2.08930
H 1.54206 4.13890 -2.50941
H 3.59330 4.17885 0.18431
H 3.13372 2.54407 -0.26100
H 2.95648 3.08688 1.40168
H 1.33079 6.17813 1.23047
H 0.48343 4.99322 2.21201
H -0.35890 5.81609 0.91129
H 2.50767 0.69938 2.19499
H 1.80140 -0.13076 0.82542
H 1.61918 -0.79043 2.44111
H 0.98027 2.89028 3.57456
H 0.16624 1.64823 4.50655
H -0.77005 2.88189 3.68063
H -1.52421 -0.67970 1.32531
H -2.33998 0.39265 2.44820
H -1.24280 -0.84681 3.05190
Te 1.98347 -1.32988 -2.66705
C 3.20179 -1.67894 -0.94510
C 3.19764 -2.91928 -0.32239
C 4.05847 -3.18901 0.72649
C 4.94759 -2.22088 1.15861
C 4.93937 -0.96851 0.56701
C 4.07145 -0.70251 -0.47666
H 2.52612 -3.68915 -0.67064
H 4.04402 -4.16523 1.19344
H 5.64431 -2.43842 1.95253
H 5.62157 -0.20091 0.90584
H 4.07805 0.27540 -0.94213
C -0.65551 -3.60515 -0.15980
Te -1.48442 -2.11469 -1.48261
C -3.33887 -2.52311 -0.42772
C -3.04280 -3.56908 0.59894
C -4.05025 -4.00884 1.44717
C -3.80368 -4.99765 2.37901
C -2.54638 -5.57418 2.45325
C -1.53807 -5.13375 1.61670
C -1.77212 -4.11834 0.69615
H 0.14128 -3.18564 0.45780
H -0.22831 -4.40992 -0.75868
H -4.07986 -2.89251 -1.13541
H -3.72877 -1.61533 0.03451
H -5.02904 -3.55603 1.36802
H -4.59442 -5.32002 3.04032
H -2.35089 -6.36200 3.16576
H -0.55334 -5.57701 1.67166
```

For the energy, the calculation gives -126603.05308 eV. The calculation puts the HOMO energy at -0.2949 Eh. Its orbital gap is 7.70 eV. Its net charge is 0. The multiplicity is 1.

---

The molecule C8H8N2S at a distorted geometry. Source: the Open Molecules 2025 dataset; level of theory: ωB97M-V with the def2-TZVPD basis set.

Structure (XYZ):
```
19
Properties=species:S:1:pos:R:3
C -0.25483 -0.14319 -0.26299
C -1.22979 -0.25852 -1.16264
C -0.35797 0.63323 0.91080
C -1.51190 1.32025 1.31846
C 0.18690 1.74351 2.75775
C 0.94892 -0.95251 -0.71385
C -0.89359 -0.99125 -2.39041
C 0.49890 -1.59333 -2.05088
N 0.65422 0.89952 1.80951
N -1.12294 1.97395 2.43866
S 1.03587 2.39053 4.02666
H 1.81146 -0.29614 -0.85032
H 1.20709 -1.71152 0.02671
H -1.62918 -1.76007 -2.63049
H -0.84589 -0.30480 -3.23960
H 1.21576 -1.39442 -2.84492
H 0.40868 -2.67239 -1.93765
H 1.60053 0.55320 1.80122
H -1.72223 2.56395 2.99399
```

For the energy, the calculation gives -22235.74230 eV. The calculation puts the HOMO energy (alpha / beta) at -0.2853 / -0.2783 Eh. The calculation puts the energy relative to the best compared isomer or geometry (same formula, charge and spin) at 6.2994 eV. Its orbital gap (alpha / beta) is 5.74 / 5.38 eV. Its net charge is 0. The multiplicity is 1.

---

The molecule C3H7NO2 at a distorted geometry. Source: the Open Molecules 2025 dataset; level of theory: ωB97M-V with the def2-TZVPD basis set.

Structure (XYZ):
```
13
Properties=species:S:1:pos:R:3
N 1.31368 1.27185 -0.67829
C -0.01635 1.20688 -0.77145
O -0.35007 0.14228 -1.52334
C -1.10153 -0.52070 -0.40360
C -0.53600 -0.64850 1.04818
O 0.76474 -1.18000 1.11057
H 1.65482 2.04216 -0.12953
H 1.92340 0.86489 -1.38457
H -1.10900 -1.51714 -0.81453
H -2.08482 -0.04578 -0.34914
H -0.62021 0.28371 1.63032
H -1.18436 -1.38985 1.54124
H 1.34570 -0.50980 0.72413
```

For the energy, the calculation gives -8806.62206 eV. The calculation puts the HOMO energy at -0.3156 Eh. The calculation puts the energy relative to the best compared isomer or geometry (same formula, charge and spin) at 3.9068 eV. Its orbital gap is 9.51 eV. Its net charge is 0. The multiplicity is 1.

---

Q: Which of these has the lowest energy?
A: C26H35AsFInSi2Te2

---

Repeat the third record exactly.
The molecule C3H7NO2 at a distorted geometry. Source: the Open Molecules 2025 dataset; level of theory: ωB97M-V with the def2-TZVPD basis set.

Structure (XYZ):
```
13
Properties=species:S:1:pos:R:3
N 1.31368 1.27185 -0.67829
C -0.01635 1.20688 -0.77145
O -0.35007 0.14228 -1.52334
C -1.10153 -0.52070 -0.40360
C -0.53600 -0.64850 1.04818
O 0.76474 -1.18000 1.11057
H 1.65482 2.04216 -0.12953
H 1.92340 0.86489 -1.38457
H -1.10900 -1.51714 -0.81453
H -2.08482 -0.04578 -0.34914
H -0.62021 0.28371 1.63032
H -1.18436 -1.38985 1.54124
H 1.34570 -0.50980 0.72413
```

For the energy, the calculation gives -8806.62206 eV. The calculation puts the HOMO energy at -0.3156 Eh. The calculation puts the energy relative to the best compared isomer or geometry (same formula, charge and spin) at 3.9068 eV. Its orbital gap is 9.51 eV. Its net charge is 0. The multiplicity is 1.